*one*
Entry from the Open Molecules 2025 dataset: a cluster of 2 separate species, C4H16N3O in total (wB97M-V/def2-TZVPD).

XYZ file:
```
24
Properties=species:S:1:pos:R:3
N 1.10056 -0.51021 0.95734
C 0.35298 -0.76196 -0.36055
C -0.52392 0.45782 -0.66453
C 0.07823 1.79413 -0.28712
N 1.57039 1.69470 -0.24349
C -0.25925 -2.16117 -0.27872
N 0.65051 -3.05673 0.45627
H 1.55096 -1.45331 1.03913
H 1.66903 0.39891 0.57625
H 0.68875 -0.24760 1.84618
H 1.12985 -0.74383 -1.14706
H -1.52698 0.24221 -0.28134
H -0.89694 0.50507 -1.71066
H -0.23109 2.16311 0.71300
H -0.19392 2.54224 -1.02647
H 1.90654 2.62560 0.00936
H 1.91065 1.58965 -1.19569
H -1.25663 -2.08430 0.14545
H -0.49061 -2.52175 -1.28917
H 1.04276 -3.74996 -0.16816
H 0.19634 -3.51162 1.23914
H -2.07851 2.52187 0.55655
H -3.51651 2.17331 0.90902
O -2.87318 2.09384 0.20528
```

As for the charge: +1. The value obtained for the HOMO-LUMO gap is 11.27 eV. The spin multiplicity is 1.


*two*
Entry from the Open Molecules 2025 dataset: a cluster of 2 separate species, C4H16N3O in total (wB97M-V/def2-TZVPD).

XYZ file:
```
24
Properties=species:S:1:pos:R:3
C 0.30324 -0.65144 -2.14573
O -0.00114 -1.98621 -1.80754
C -0.86442 0.19328 -1.66797
N -0.44729 1.60035 -1.46595
H 1.23688 -0.32704 -1.66733
H 0.42773 -0.53514 -3.22372
H 0.74999 -2.54678 -2.02411
H -1.68761 0.11158 -2.37106
H -1.21587 -0.19746 -0.71596
H -1.26937 2.17346 -1.31400
H -0.02784 1.96576 -2.31673
C -0.43618 0.18197 2.18043
N -0.65841 -1.13496 2.75773
C 0.88836 0.14490 1.44387
N 1.12580 1.44062 0.72580
H -0.37348 0.90086 2.99385
H -1.23164 0.52348 1.50392
H -1.47790 -1.12002 3.35488
H -0.86474 -1.80291 2.02730
H 0.89438 -0.64534 0.69420
H 1.70684 -0.02520 2.13402
H 2.09290 1.50234 0.41134
H 0.47914 1.55446 -0.16810
H 0.96018 2.23369 1.35313
```

As for the charge: +1. The value obtained for the HOMO-LUMO gap is 10.23 eV. The spin multiplicity is 1.


What should be chosen as the most stable of them? Choose *two*.


*one*
Entry from the Open Molecules 2025 dataset: an isolated molecule of C2H3FO2S (wB97M-V/def2-TZVPD).

XYZ file:
```
9
Properties=species:S:1:pos:R:3
C -1.45975 -0.28201 0.30221
C -0.58559 0.16883 -0.52921
S 1.18849 -0.08834 0.00551
O 1.31387 -0.68282 1.27200
O 1.94392 -0.60020 -1.06043
F 1.81283 1.76863 0.31913
H -2.53376 -0.22161 -0.01836
H -0.98739 -0.88598 1.16562
H -0.69261 0.82351 -1.45647
```

The SMILES is C=CS(=O)(=O)F. As for the charge: 0. The value obtained for the HOMO-LUMO gap is 11.44 eV. The spin multiplicity is 1.


*two*
Entry from the Open Molecules 2025 dataset: a cluster of 2 separate species, C2H3FO2S in total (wB97M-V/def2-TZVPD).

XYZ file:
```
9
Properties=species:S:1:pos:R:3
C 0.86201 0.27537 -0.88633
C 0.76925 0.10835 0.53766
O 1.31273 0.57978 -1.93014
O -2.00732 0.57416 0.66696
F -1.25878 -1.70691 -0.50299
S -1.89922 -0.08730 -0.63525
H 0.44729 -0.95791 0.75630
H 1.83088 0.37652 1.06122
H -0.05684 0.83794 0.93257
```

As for the charge: 0. The value obtained for the HOMO-LUMO gap (alpha / beta) is 6.79 / 7.26 eV. The spin multiplicity is 1.


What should be chosen as the most stable of them? Choose *one*.


*one*
Entry from the Open Molecules 2025 dataset: a cluster of 2 separate species, C2H3FO2S in total (wB97M-V/def2-TZVPD).

XYZ file:
```
9
Properties=species:S:1:pos:R:3
C 0.38567 -0.21445 -0.13875
C -0.64032 0.57435 -0.22556
O -0.54570 0.19946 -2.87115
O -2.22339 1.82425 -2.14010
F 0.90664 2.69544 -1.62735
S -0.94743 1.22603 -1.96435
H 0.95638 -0.62758 0.65465
H 0.88778 -0.42932 -1.06726
H -1.48765 0.92127 0.41407
```

As for the charge: 0. The value obtained for the HOMO-LUMO gap (alpha / beta) is 8.81 / 8.81 eV. The spin multiplicity is 1.


*two*
Entry from the Open Molecules 2025 dataset: a cluster of 2 separate species, C2H3FO2S in total (wB97M-V/def2-TZVPD).

XYZ file:
```
9
Properties=species:S:1:pos:R:3
C -1.31297 -0.18344 -0.41112
C -0.63828 0.55272 0.49473
O 1.94987 -1.26864 0.83356
O 2.08818 -0.17531 -1.41630
F -0.06931 1.72824 0.37835
S 1.89562 -0.11195 -0.00793
H -1.91035 -1.02652 0.06501
H -1.36184 0.07643 -1.47733
H -0.64093 0.40846 1.54102
```

As for the charge: 0. The value obtained for the HOMO-LUMO gap is 9.66 eV. The spin multiplicity is 1.


*three*
Entry from the Open Molecules 2025 dataset: an isolated molecule of C2H3FO2S (wB97M-V/def2-TZVPD).

XYZ file:
```
9
Properties=species:S:1:pos:R:3
O -1.47413 -1.28463 -0.84324
S -1.04263 -0.25368 0.08909
O -2.02322 0.36850 0.91800
C 0.66871 -0.47500 0.60073
C 0.32961 0.68162 -0.55909
F 0.51258 2.03595 -0.38978
H 1.19663 -1.28084 0.07821
H 1.08973 -0.22626 1.53891
H 0.74272 0.43434 -1.43281
```

The SMILES is O=S1(=O)C[C@@H]1F. As for the charge: 0. The value obtained for the HOMO-LUMO gap is 11.37 eV. The spin multiplicity is 1.


What should be chosen as the most stable of them? Choose *two*.


*one*
Entry from the Open Molecules 2025 dataset: a structure of composition C2H3N2O2P (wB97M-V/def2-TZVPD).

XYZ file:
```
10
Properties=species:S:1:pos:R:3
C -0.17316 -0.82063 -0.12486
C -0.03717 1.26825 0.65786
N -0.08899 -0.12490 0.98708
N 0.06917 -0.37548 -1.33420
O -0.43196 -2.19239 0.04405
O 0.08311 2.19439 1.41504
P -0.10438 1.31906 -1.16809
H -0.33813 -0.40895 1.96960
H -0.28650 -2.60558 -0.95741
H 1.30802 1.74624 -1.48905
```

As for the charge: 0. The value obtained for the HOMO-LUMO gap is 9.48 eV. The spin multiplicity is 1.


*two*
Entry from the Open Molecules 2025 dataset: an isolated molecule of C2H3N2O2P (wB97M-V/def2-TZVPD).

XYZ file:
```
10
Properties=species:S:1:pos:R:3
C -1.44213 0.11066 0.20629
P 0.25183 -0.26724 0.92182
C 0.85945 -1.64379 -0.05886
N 1.27645 -2.56689 -0.56843
N 1.20191 0.99964 -0.08043
O 2.33602 0.62252 -0.09708
O 0.75246 1.99918 -0.54303
H -1.40158 0.11433 -0.96657
H -2.27350 -0.54182 0.67579
H -1.56090 1.17340 0.51050
```

The SMILES is CP(C#N)[N+](=O)[O-]. As for the charge: 0. The value obtained for the HOMO-LUMO gap is 10.54 eV. The spin multiplicity is 1.


What should be chosen as the most stable of them? Choose *one*.